{
  "formula": "C22H10Br4N3O2Rh",
  "method": "the ωB97M-V functional and the def2-TZVPD basis",
  "orbital_gap_ev": [5.861, 5.805],
  "lumo_energy_ha": [-0.0860, -0.0879],
  "relative_energy_ev": 0.4941,
  "total_energy_ev": -314716.8167,
  "symbols": ["Rh", "Br", "C", "C", "Br", "C", "Br", "C", "O", "C", "O", "C", "Br", "N", "C", "C", "C", "C", "C", "C", "C", "C", "C", "C", "C", "C", "N", "C", "C", "C", "C", "N", "H", "H", "H", "H", "H", "H", "H", "H", "H", "H"],
  "coordinates": [[-1.740, 0.125, -0.056], [-8.569, 0.044, -1.558], [-6.916, 0.267, -0.690], [-6.876, 0.711, 0.669], [-8.472, 1.114, 1.575], [-5.670, 0.841, 1.301], [-5.495, 1.400, 3.084], [-4.463, 0.547, 0.614], [-3.272, 0.615, 1.177], [-4.500, 0.179, -0.695], [-3.334, -0.003, -1.289], [-5.747, 0.009, -1.349], [-5.677, -0.561, -3.136], [8.461, -0.655, 0.066], [7.316, -0.566, 0.053], [5.866, -0.451, 0.036], [5.129, -1.131, -0.927], [3.747, -1.025, -0.936], [3.100, -0.233, 0.005], [3.842, 0.453, 0.960], [5.223, 0.341, 0.982], [1.608, -0.121, -0.003], [0.905, -1.207, 0.505], [1.457, -2.348, 1.130], [0.401, -3.164, 1.498], [-0.765, -2.504, 1.095], [-0.481, -1.346, 0.494], [1.081, 1.059, -0.512], [1.808, 2.105, -1.130], [0.897, 3.081, -1.487], [-0.362, 2.610, -1.087], [-0.267, 1.417, -0.501], [5.637, -1.741, -1.662], [3.165, -1.558, -1.678], [3.334, 1.073, 1.688], [5.804, 0.864, 1.730], [2.509, -2.530, 1.283], [0.446, -4.119, 1.996], [-1.786, -2.842, 1.199], [2.876, 2.119, -1.282], [1.092, 4.020, -1.979], [-1.315, 3.111, -1.183]]
}


{
  "formula": "C35H51Br48N2",
  "method": "the ωB97M-V functional and the def2-TZVPD basis",
  "orbital_gap_ev": 6.617,
  "charge": 1,
  "lumo_energy_ha": -0.1627,
  "total_energy_ev": -3402117.2474,
  "symbols": ["C", "C", "C", "C", "C", "C", "C", "C", "C", "C", "C", "C", "C", "C", "N", "C", "C", "C", "C", "C", "N", "H", "H", "H", "H", "H", "H", "H", "H", "H", "H", "H", "H", "H", "H", "H", "H", "H", "H", "H", "H", "H", "H", "H", "H", "H", "H", "H", "H", "H", "H", "H", "H", "H", "H", "H", "C", "Br", "Br", "Br", "H", "C", "Br", "Br", "Br", "H", "C", "Br", "Br", "Br", "H", "C", "Br", "Br", "Br", "H", "C", "Br", "Br", "Br", "H", "C", "Br", "Br", "Br", "H", "C", "Br", "Br", "Br", "H", "C", "Br", "Br", "Br", "H", "C", "Br", "Br", "Br", "H", "C", "Br", "Br", "Br", "H", "C", "Br", "Br", "Br", "H", "C", "Br", "Br", "Br", "H", "C", "Br", "Br", "Br", "H", "C", "Br", "Br", "Br", "H", "C", "Br", "Br", "Br", "H", "C", "Br", "Br", "Br", "H"],
  "coordinates": [[5.224, -0.217, -0.136], [4.272, 1.071, -0.492], [4.904, 2.405, 0.251], [3.777, 3.267, 1.102], [3.506, 4.775, 0.438], [1.901, 5.165, 0.402], [1.250, 5.187, -1.103], [0.453, 6.591, -1.453], [-1.176, 6.496, -1.286], [-1.653, 6.361, 0.287], [-3.298, 6.515, 0.331], [-3.983, 5.371, 1.339], [-3.831, 3.931, 0.502], [-4.394, 2.669, 1.417], [-4.298, 1.318, 0.664], [-4.215, 0.147, 1.592], [-4.158, -1.354, 0.856], [-4.213, -1.219, -0.781], [-4.263, 0.234, -1.516], [-4.310, 0.435, -3.175], [-4.305, 1.458, -0.681], [5.177, -0.370, 1.028], [4.849, -1.180, -0.689], [6.329, 0.089, -0.459], [4.359, 1.251, -1.659], [3.158, 0.882, -0.186], [5.432, 3.081, -0.555], [5.706, 2.007, 1.025], [4.218, 3.405, 2.187], [2.765, 2.676, 1.106], [3.956, 4.732, -0.642], [4.050, 5.596, 1.091], [1.807, 6.243, 0.889], [1.234, 4.419, 1.044], [2.146, 5.082, -1.880], [0.585, 4.218, -1.262], [0.930, 7.502, -0.848], [0.663, 6.823, -2.599], [-1.620, 7.501, -1.726], [-1.635, 5.592, -1.886], [-1.274, 5.317, 0.704], [-1.205, 7.188, 0.996], [-3.676, 6.216, -0.761], [-3.671, 7.599, 0.589], [-5.124, 5.659, 1.483], [-3.393, 5.291, 2.351], [-4.520, 4.078, -0.460], [-2.727, 3.767, 0.134], [-3.911, 2.625, 2.481], [-5.563, 2.866, 1.541], [-4.191, 0.245, 2.782], [-4.127, -2.362, 1.463], [-4.216, -2.191, -1.455], [-4.932, -0.404, -3.705], [-4.705, 1.528, -3.440], [-3.165, 0.402, -3.510], [1.996, -1.251, -3.180], [1.146, -1.555, -4.903], [3.927, -1.459, -3.279], [1.491, 0.465, -2.416], [1.625, -2.025, -2.499], [-2.793, -4.830, -2.759], [-1.512, -3.840, -1.682], [-4.433, -3.823, -3.042], [-2.015, -5.433, -4.437], [-3.063, -5.727, -2.192], [-2.493, 3.483, 5.641], [-1.212, 4.474, 6.718], [-4.133, 4.491, 5.358], [-1.715, 2.880, 3.963], [-2.763, 2.587, 6.208], [8.237, -1.021, 2.308], [8.078, 0.899, 2.037], [8.266, -1.989, 0.621], [9.764, -1.470, 3.427], [7.340, -1.343, 2.846], [-5.978, -7.110, -4.460], [-7.395, -6.913, -3.142], [-5.115, -8.849, -4.340], [-6.610, -6.739, -6.262], [-5.217, -6.358, -4.227], [6.847, 3.685, 4.461], [8.390, 3.791, 5.640], [5.989, 1.941, 4.546], [5.584, 5.128, 4.788], [7.217, 3.809, 3.438], [-6.759, -10.375, -1.055], [-5.096, -9.376, -0.903], [-6.447, -12.227, -1.559], [-7.837, -10.235, 0.558], [-7.335, -9.915, -1.865], [5.680, -2.406, 5.872], [5.308, -2.005, 4.005], [5.472, -4.300, 6.261], [7.423, -1.741, 6.422], [4.932, -1.873, 6.469], [-10.206, -4.068, -7.438], [-8.849, -3.461, -6.182], [-9.420, -4.705, -9.100], [-11.388, -5.392, -6.642], [-10.822, -3.198, -7.688], [-0.229, -0.649, 6.334], [-1.079, -0.953, 4.611], [1.703, -0.857, 6.235], [-0.734, 1.067, 7.098], [-0.599, -1.423, 7.014], [-4.729, -15.420, 1.217], [-5.579, -15.724, -0.506], [-2.797, -15.628, 1.118], [-5.234, -13.703, 1.981], [-5.099, -16.194, 1.897], [-15.568, -5.969, -8.320], [-14.774, -4.196, -8.416], [-14.248, -7.370, -8.600], [-16.560, -6.229, -6.667], [-16.290, -6.041, -9.141], [9.371, 7.673, 6.379], [8.413, 7.440, 4.701], [8.246, 7.275, 7.915], [11.029, 6.657, 6.412], [9.643, 8.732, 6.447], [13.271, 10.262, 7.105], [12.313, 10.029, 5.428], [12.146, 9.863, 8.641], [14.929, 9.246, 7.139], [13.543, 11.320, 7.174], [-1.836, -7.385, -8.280], [-0.848, -5.755, -7.893], [-0.666, -8.811, -8.900], [-2.924, -7.948, -6.769], [-2.523, -7.156, -9.101], [10.510, -0.251, -2.400], [11.792, 0.739, -1.323], [8.871, 0.756, -2.683], [11.288, -0.854, -4.078], [10.241, -1.148, -1.832]]
}


{
  "formula": "C8H16",
  "method": "the ωB97M-V functional and the def2-TZVPD basis",
  "orbital_gap_ev": [2.318, 9.311],
  "charge": -1,
  "lumo_energy_ha": [0.1416, 0.1428],
  "relative_energy_ev": 0.3964,
  "spin_multiplicity": 2,
  "s_squared": 0.75,
  "total_energy_ev": -8552.7495,
  "symbols": ["C", "C", "C", "C", "C", "C", "C", "C", "H", "H", "H", "H", "H", "H", "H", "H", "H", "H", "H", "H", "H", "H", "H", "H"],
  "coordinates": [[-2.369, 2.416, -0.218], [-1.969, 0.983, -0.662], [-1.654, 0.000, 0.434], [-0.483, 0.312, 1.373], [0.861, 0.338, 0.637], [1.351, -1.056, 0.381], [2.292, -1.198, -0.563], [2.880, -2.509, -0.960], [-2.828, 2.535, 0.764], [-2.978, 2.917, -0.978], [-1.396, 2.918, -0.155], [-2.660, 0.484, -1.368], [-1.146, 1.172, -1.385], [-2.603, -0.235, 0.978], [-1.259, -0.912, -0.076], [-0.692, 1.133, 2.062], [-0.380, -0.473, 2.126], [0.812, 0.966, -0.275], [1.582, 0.823, 1.346], [0.766, -1.861, 0.763], [2.517, -0.301, -1.102], [3.782, -2.681, -0.348], [3.302, -2.384, -1.964], [2.272, -3.388, -0.811]]
}


{
  "formula": "C12H17N6OS3SbSc",
  "method": "the ωB97M-V functional and the def2-TZVPD basis",
  "orbital_gap_ev": [7.026, 6.066],
  "lumo_energy_ha": [-0.0289, -0.0631],
  "relative_energy_ev": 0.0421,
  "spin_multiplicity": 2,
  "s_squared": 0.76,
  "total_energy_ev": -83459.3122,
  "symbols": ["Sc", "N", "C", "N", "C", "N", "N", "C", "N", "C", "C", "C", "C", "C", "N", "H", "H", "H", "H", "H", "H", "H", "H", "S", "Sb", "S", "S", "C", "C", "C", "C", "O", "H", "H", "H", "H", "H", "H", "H", "H", "H"],
  "coordinates": [[-0.226, -0.747, -1.238], [-2.043, -1.003, 1.672], [-0.756, -0.966, 2.023], [-0.480, -0.941, 3.326], [0.813, -0.925, 3.622], [1.151, -0.888, 4.924], [1.832, -0.947, 2.736], [1.441, -0.942, 1.483], [0.184, -0.926, 1.043], [2.511, -0.938, 0.432], [3.845, -0.974, 0.783], [4.795, -1.000, -0.226], [4.375, -0.997, -1.541], [3.018, -0.955, -1.809], [2.097, -0.919, -0.844], [-2.723, -1.109, 2.402], [-2.309, -1.170, 0.718], [0.430, -0.886, 5.620], [2.120, -0.900, 5.182], [4.108, -0.989, 1.830], [5.851, -1.029, 0.016], [5.079, -1.029, -2.364], [2.632, -0.973, -2.815], [-3.418, -1.682, -3.778], [-1.344, -2.803, -3.504], [0.197, -0.955, -3.679], [-1.363, -2.939, -1.093], [-3.474, 1.394, -1.185], [-2.045, 1.879, -1.039], [-1.885, 2.693, 0.228], [-1.629, 2.682, -2.260], [-1.193, 0.746, -0.951], [-4.165, 2.237, -1.269], [-3.766, 0.799, -0.316], [-3.570, 0.775, -2.078], [-2.520, 3.583, 0.201], [-0.846, 3.011, 0.338], [-2.162, 2.093, 1.100], [-2.263, 3.566, -2.379], [-1.707, 2.065, -3.157], [-0.592, 3.009, -2.157]]
}


{
  "formula": "C5H10O",
  "method": "the ωB97M-V functional and the def2-TZVPD basis",
  "orbital_gap_ev": 9.051,
  "lumo_energy_ha": 0.0336,
  "relative_energy_ev": 2.2906,
  "smiles": "OC1=CCCC1.[H][H]",
  "total_energy_ev": -7392.4748,
  "symbols": ["O", "C", "C", "C", "C", "C", "H", "H", "H", "H", "H", "H", "H", "H", "H", "H"],
  "coordinates": [[1.624, 0.094, 1.415], [0.607, 0.034, 0.514], [0.252, -0.986, -0.285], [-1.228, -0.865, -0.537], [-1.443, 0.656, -0.543], [-0.295, 1.225, 0.320], [1.578, 0.937, 1.881], [0.837, -1.823, -0.636], [-1.725, -1.323, 0.331], [-1.608, -1.382, -1.422], [-1.357, 1.004, -1.575], [-2.419, 0.958, -0.157], [-0.625, 1.690, 1.259], [0.279, 1.986, -0.232], [2.825, -0.758, -0.289], [2.698, -1.449, -0.044]]
}


{
  "formula": "C27H76N5O9",
  "method": "the ωB97M-V functional and the def2-TZVPD basis",
  "orbital_gap_ev": 4.359,
  "charge": -1,
  "lumo_energy_ha": 0.0860,
  "relative_energy_ev": 4.1173,
  "total_energy_ev": -55101.9026,
  "symbols": ["C", "O", "H", "H", "H", "C", "C", "C", "O", "C", "N", "H", "H", "H", "H", "H", "H", "H", "H", "H", "H", "H", "C", "C", "C", "O", "C", "N", "H", "H", "H", "H", "H", "H", "H", "H", "H", "H", "H", "C", "C", "C", "O", "C", "N", "H", "H", "H", "H", "H", "H", "H", "H", "H", "H", "H", "C", "C", "C", "O", "C", "N", "H", "H", "H", "H", "H", "H", "H", "H", "H", "H", "H", "C", "C", "C", "O", "C", "N", "H", "H", "H", "H", "H", "H", "H", "H", "H", "H", "H", "C", "C", "O", "H", "H", "H", "H", "H", "H", "C", "C", "O", "H", "H", "H", "H", "H", "H", "C", "C", "O", "H", "H", "H", "H", "H", "H"],
  "coordinates": [[-23.068, -23.198, -1.626], [-23.086, -21.807, -1.665], [-24.103, -23.535, -1.571], [-22.564, -23.692, -2.457], [-22.583, -23.479, -0.691], [-26.062, -15.401, -3.061], [-26.487, -15.506, -1.611], [-28.071, -15.311, -1.565], [-28.507, -15.059, -0.269], [-29.890, -14.762, -0.274], [-25.951, -16.686, -0.917], [-24.973, -15.431, -3.034], [-26.214, -14.400, -3.465], [-26.531, -16.217, -3.612], [-26.047, -14.612, -1.168], [-28.507, -16.188, -2.043], [-28.193, -14.457, -2.231], [-30.116, -13.716, -0.477], [-30.307, -14.997, 0.706], [-30.460, -15.404, -0.946], [-26.220, -17.491, -1.464], [-26.570, -16.734, -0.120], [-25.534, -18.562, 4.151], [-24.311, -18.085, 4.908], [-23.476, -19.256, 5.404], [-22.920, -19.996, 4.265], [-22.422, -21.274, 4.693], [-23.564, -17.174, 3.980], [-26.195, -19.133, 4.803], [-25.439, -19.134, 3.228], [-26.151, -17.702, 3.893], [-24.665, -17.513, 5.765], [-24.051, -19.864, 6.103], [-22.685, -18.762, 5.968], [-21.762, -21.147, 5.551], [-21.976, -21.843, 3.877], [-23.274, -21.874, 5.013], [-22.880, -16.580, 4.427], [-24.205, -16.434, 3.730], [-18.451, -18.028, -5.825], [-18.561, -18.267, -4.360], [-17.281, -17.672, -3.604], [-17.284, -17.818, -2.193], [-16.016, -17.905, -1.622], [-19.824, -17.707, -3.895], [-19.211, -18.546, -6.410], [-17.483, -18.321, -6.232], [-18.601, -17.010, -6.183], [-18.609, -19.342, -4.192], [-17.198, -16.615, -3.854], [-16.394, -18.120, -4.053], [-15.981, -17.994, -0.536], [-15.359, -17.099, -1.950], [-15.598, -18.869, -1.915], [-19.686, -16.748, -4.177], [-20.617, -18.165, -4.321], [-18.587, -24.443, -8.362], [-18.183, -25.634, -7.485], [-19.185, -25.895, -6.345], [-18.585, -26.912, -5.508], [-19.235, -27.041, -4.245], [-18.091, -26.794, -8.377], [-17.909, -24.402, -9.215], [-18.469, -23.579, -7.707], [-19.617, -24.506, -8.712], [-17.183, -25.564, -7.057], [-20.027, -26.441, -6.772], [-19.549, -24.950, -5.941], [-20.316, -27.118, -4.362], [-19.114, -26.142, -3.641], [-18.899, -27.905, -3.672], [-18.075, -27.602, -7.771], [-17.151, -26.661, -8.720], [-23.414, -33.297, 2.560], [-24.460, -32.443, 1.838], [-23.787, -31.289, 1.068], [-23.348, -30.238, 1.922], [-22.497, -29.254, 1.317], [-25.071, -33.322, 0.811], [-22.640, -33.688, 1.899], [-23.850, -34.123, 3.120], [-22.912, -32.724, 3.340], [-25.226, -32.013, 2.484], [-24.363, -31.008, 0.187], [-22.919, -31.637, 0.508], [-22.213, -28.420, 1.959], [-22.999, -28.725, 0.507], [-21.584, -29.672, 0.895], [-25.710, -32.703, 0.333], [-25.631, -34.065, 1.204], [-23.350, -21.093, -8.565], [-23.487, -21.488, -7.115], [-23.540, -20.286, -6.401], [-24.133, -20.376, -8.811], [-23.456, -21.932, -9.253], [-22.348, -20.725, -8.784], [-22.680, -22.109, -6.726], [-24.464, -21.945, -6.952], [-23.441, -20.590, -5.496], [-26.611, -25.348, 2.857], [-27.340, -24.013, 2.992], [-28.759, -24.306, 3.008], [-25.586, -25.069, 2.613], [-26.906, -26.052, 2.079], [-26.594, -25.951, 3.765], [-27.170, -23.361, 2.135], [-27.089, -23.438, 3.884], [-29.357, -23.556, 2.972], [-29.319, -20.573, -4.340], [-28.443, -21.448, -3.421], [-27.723, -20.714, -2.478], [-29.776, -21.040, -5.212], [-28.772, -19.655, -4.558], [-30.158, -20.177, -3.768], [-27.777, -22.089, -3.998], [-29.066, -22.154, -2.872], [-26.905, -21.171, -2.270]]
}


{
  "formula": "C3H8BBr2Na5O3",
  "method": "the ωB97M-V functional and the def2-TZVPD basis",
  "orbital_gap_ev": 6.098,
  "charge": 2,
  "lumo_energy_ha": -0.2988,
  "relative_energy_ev": 1.9562,
  "total_energy_ev": -172215.4846,
  "symbols": ["Na", "Na", "Na", "Na", "Na", "C", "O", "O", "O", "B", "H", "H", "H", "H", "Br", "C", "C", "Br", "H", "H", "H", "H"],
  "coordinates": [[-6.611, -16.322, 13.583], [-12.757, -15.334, 11.889], [-9.805, -13.171, 10.847], [-9.344, -18.513, 12.225], [-8.636, -13.727, 14.173], [-10.197, -15.793, 12.933], [-10.877, -16.712, 12.503], [-9.162, -16.148, 13.562], [-10.498, -14.590, 12.703], [-6.551, -18.679, 12.551], [-5.669, -18.896, 11.968], [-7.087, -19.592, 12.343], [-6.335, -18.458, 13.585], [-7.126, -17.846, 12.178], [-11.434, -17.620, 18.976], [-10.601, -17.247, 17.170], [-11.179, -15.984, 16.586], [-10.224, -14.423, 17.129], [-10.872, -18.131, 16.593], [-9.550, -17.178, 17.451], [-12.217, -15.686, 16.736], [-11.156, -15.985, 15.496]]
}


{
  "formula": "C3H8BrLiO2V",
  "method": "the ωB97M-V functional and the def2-TZVPD basis",
  "orbital_gap_ev": [8.357, 8.923],
  "charge": 1,
  "lumo_energy_ha": [-0.1819, -0.1839],
  "relative_energy_ev": 0.0000,
  "spin_multiplicity": 3,
  "s_squared": 2.07,
  "total_energy_ev": -103265.4242,
  "symbols": ["O", "V", "Li", "Br", "C", "C", "C", "O", "H", "H", "H", "H", "H", "H", "H", "H"],
  "coordinates": [[-0.527, 4.682, -3.390], [0.201, 3.468, -4.150], [-0.591, -1.019, -2.089], [-0.478, 1.455, -2.490], [-0.659, 0.354, 1.210], [0.193, -0.689, 0.461], [1.142, -1.402, 1.395], [-0.692, -1.616, -0.113], [-1.409, 0.768, 0.536], [0.011, 1.161, 1.506], [-1.087, -0.060, 2.123], [0.738, -0.222, -0.359], [1.948, -0.749, 1.732], [1.587, -2.168, 0.760], [0.665, -1.758, 2.308], [-1.041, -2.204, 0.560]]
}